# 1
Formula: C25H25N5OOsSe2
Source: OMol25
Level of theory: ωB97M-V with the def2-TZVPD basis set

Each line ends with the natural charge from an NBO analysis.
CARTESIAN COORDINATES (ANGSTROEM)
Os: 0.219 0.022 -0.432  0.64
C: -2.846 1.357 4.460  -0.80
Se: -1.620 0.122 3.591  0.30
C: -0.088 1.329 3.617  -0.58
C: -0.073 2.396 2.532  -0.59
Se: 0.886 2.113 0.841  0.55
C: 2.610 1.712 1.632  -0.80
H: -2.492 1.617 5.455  0.21
H: -3.808 0.854 4.544  0.23
H: -2.974 2.259 3.862  0.21
H: 0.794 0.697 3.589  0.24
H: -0.111 1.821 4.590  0.22
H: 0.408 3.297 2.917  0.22
H: -1.077 2.673 2.218  0.24
H: 2.897 2.524 2.296  0.22
H: 3.311 1.630 0.806  0.25
H: 2.576 0.765 2.165  0.22
C: 1.310 1.627 -4.250  -0.22
C: 1.905 0.531 -4.803  -0.17
C: 1.697 -0.744 -4.242  -0.27
C: 0.997 -0.811 -3.070  0.17
N: 0.531 0.297 -2.442  -0.44
C: 0.520 1.503 -3.075  0.23
C: 0.553 -2.045 -2.407  0.18
C: 0.683 -3.329 -2.916  -0.21
C: 0.080 -4.379 -2.252  -0.16
C: -0.669 -4.115 -1.112  -0.24
C: -0.748 -2.820 -0.649  0.05
N: -0.120 -1.808 -1.263  -0.41
H: 1.405 2.606 -4.702  0.22
H: 2.501 0.631 -5.701  0.22
H: 2.075 -1.636 -4.720  0.22
H: -0.071 3.551 -2.864  0.21
H: 1.240 -3.491 -3.828  0.23
H: 0.177 -5.390 -2.624  0.23
H: -1.175 -4.905 -0.575  0.23
H: -1.288 -2.553 0.251  0.23
N: 0.712 -3.054 2.781  -0.81
C: 1.028 -2.163 1.817  0.69
O: 0.305 -1.149 1.661  -0.72
C: 2.169 -2.400 0.986  -0.59
C: 2.394 -1.343 0.111  0.43
N: 2.467 -0.365 -0.526  -0.48
C: 2.907 -3.601 1.011  0.29
N: 3.462 -4.612 1.092  -0.37
H: 1.307 -3.839 2.981  0.41
H: -0.083 -2.855 3.363  0.41
C: -0.246 2.538 -2.528  -0.40
C: -1.240 2.309 -1.564  0.06
C: -1.821 3.396 -0.857  -0.22
C: -2.739 3.199 0.142  -0.18
C: -3.156 1.909 0.528  -0.33
C: -2.667 0.834 -0.168  -0.09
C: -1.716 0.985 -1.211  -0.45
H: -1.501 4.401 -1.109  0.21
H: -3.142 4.063 0.660  0.21
H: -3.864 1.774 1.335  0.21
H: -3.038 -0.162 0.039  0.21
H: -1.751 0.226 -1.986  0.24

Values from the calculation:
- Strongest force on any atom: 0.76 eV/Å
- Frontier orbital gap: 0.231 Ha
- Calculated total energy: -168987.6186 eV
- Net charge: 0
- LUMO level: -0.1 eV
- Energy above the lowest of the compared OMol25 structures with the same formula, charge and spin: 0.0 kcal/mol

=====

# 2
Formula: C20H21Cl2N3O5S
Source: OMol25
Level of theory: ωB97M-V with the def2-TZVPD basis set

Each line ends with the natural charge from an NBO analysis.
CARTESIAN COORDINATES (ANGSTROEM)
O: 2.337 2.309 3.523  -0.57
C: 1.481 1.711 2.935  0.78
C: 0.277 2.386 2.281  -0.33
N: -0.795 1.492 1.924  -0.85
S: -0.499 0.426 0.658  2.34
O: -0.786 -0.901 1.109  -0.94
O: 0.779 0.683 0.081  -0.93
C: -1.805 0.953 -0.473  -0.43
C: -3.119 0.618 -0.166  0.10
Cl: -3.474 -0.190 1.295  0.04
C: -4.166 0.952 -1.012  -0.27
C: -3.900 1.654 -2.174  -0.16
C: -2.608 2.036 -2.479  -0.23
C: -1.563 1.687 -1.629  0.01
Cl: 0.008 2.216 -2.036  0.07
O: 1.434 0.387 2.771  -0.52
C: 2.608 -0.353 3.116  -0.17
C: 3.464 -0.542 1.851  0.66
O: 4.428 0.170 1.652  -0.61
N: 3.087 -1.519 1.009  -0.43
C: 1.945 -2.396 1.205  -0.24
C: 1.655 -3.156 -0.095  -0.21
N: 1.548 -2.262 -1.218  -0.45
C: 0.351 -1.901 -1.796  0.27
C: -0.890 -2.398 -1.375  -0.30
C: -2.056 -2.057 -2.030  -0.19
C: -2.040 -1.219 -3.131  -0.28
C: -0.823 -0.722 -3.563  -0.20
C: 0.349 -1.051 -2.913  -0.30
C: 2.704 -1.394 -1.391  -0.22
C: 3.733 -1.615 -0.284  -0.24
H: -0.096 3.177 2.937  0.24
H: 0.643 2.844 1.357  0.25
H: -1.168 0.987 2.714  0.41
H: -5.172 0.667 -0.748  0.23
H: -4.708 1.915 -2.840  0.23
H: -2.389 2.602 -3.369  0.24
H: 2.278 -1.297 3.551  0.20
H: 3.197 0.227 3.834  0.24
H: 2.159 -3.116 2.006  0.19
H: 1.060 -1.813 1.466  0.24
H: 0.736 -3.724 0.027  0.22
H: 2.458 -3.876 -0.298  0.19
H: -0.968 -3.038 -0.513  0.21
H: -2.994 -2.455 -1.670  0.21
H: -2.955 -0.962 -3.642  0.21
H: -0.781 -0.069 -4.424  0.21
H: 1.275 -0.653 -3.293  0.22
H: 2.378 -0.349 -1.348  0.22
H: 3.181 -1.584 -2.363  0.19
H: 4.227 -2.586 -0.383  0.19
H: 4.494 -0.833 -0.326  0.26

Values from the calculation:
- Strongest force on any atom: 0.94 eV/Å
- Frontier orbital gap: 0.288 Ha
- Calculated total energy: -71668.4276 eV
- Net charge: 0
- LUMO level: 0.3 eV
- Structure (SMILES): O=C(CNS(=O)(=O)c1c(Cl)cccc1Cl)OCC(=O)N1CCN(c2ccccc2)CC1
- Energy above the lowest of the compared OMol25 structures with the same formula, charge and spin: 31.5 kcal/mol